ORCA calculation (ωB97M-V/def2-TZVPD) on a structure of composition C31H38CrFN8O6S2.

Last column: Löwdin charge in e.
Positions of all 87 atoms, in Å:
Cr -1.799 -2.331 1.875  0.759
C -4.128 -4.210 1.403  -0.141
C -4.549 -2.829 0.933  -0.132
N -3.841 -1.766 1.694  -0.137
C -4.436 -1.387 3.003  -0.205
C -4.145 -2.371 4.129  -0.360
S -2.395 -2.904 4.146  1.015
C -2.497 -4.722 3.985  -0.345
C -2.214 -5.241 2.571  -0.201
N -2.649 -4.277 1.531  -0.121
H -4.494 -4.970 0.711  0.146
H -4.562 -4.440 2.374  0.112
H -5.632 -2.707 1.012  0.141
H -4.273 -2.698 -0.115  0.137
H -3.904 -0.928 1.124  0.119
H -5.519 -1.267 2.903  0.140
H -4.020 -0.412 3.259  0.126
H -4.767 -3.261 4.082  0.083
H -4.344 -1.887 5.084  0.099
H -3.477 -5.006 4.365  0.090
H -1.757 -5.125 4.673  0.100
H -2.728 -6.196 2.433  0.143
H -1.147 -5.410 2.439  0.105
H -2.262 -4.601 0.647  0.149
C 4.744 -2.307 -1.914  -0.050
C 3.484 -2.812 -2.595  -0.167
N 2.263 -2.461 -1.838  -0.006
C 1.876 -3.271 -0.840  0.072
C 0.751 -3.052 -0.070  -0.012
C 0.509 -3.867 1.175  -0.539
O 0.898 -5.002 1.303  0.124
O -0.125 -3.182 2.110  -0.160
C -0.122 -2.020 -0.444  -0.261
O -1.283 -1.847 0.038  -0.095
C 0.367 -1.063 -1.394  -0.045
C -0.307 0.157 -1.537  0.100
C 0.243 1.159 -2.269  -0.178
F -0.413 2.321 -2.341  0.106
C 1.462 1.004 -2.949  -0.129
C 2.100 -0.230 -2.865  0.090
C 1.575 -1.268 -2.067  -0.095
N 2.068 2.067 -3.662  -0.081
C 1.809 3.423 -3.169  -0.136
C 2.827 4.389 -3.738  -0.066
N 2.725 4.340 -5.242  0.066
C 3.002 2.947 -5.734  -0.086
C 1.991 1.995 -5.117  -0.132
H 5.617 -2.601 -2.495  0.091
H 4.846 -2.734 -0.916  0.085
H 4.743 -1.221 -1.819  0.078
H 3.491 -3.897 -2.690  0.132
H 3.375 -2.413 -3.601  0.120
H 2.504 -4.129 -0.633  0.165
H -1.255 0.324 -1.046  0.123
H 3.057 -0.336 -3.354  0.121
H 1.905 3.446 -2.082  0.146
H 0.799 3.779 -3.407  0.134
H 3.849 4.120 -3.481  0.145
H 2.611 5.405 -3.413  0.143
H 3.356 5.016 -5.676  0.190
H 1.773 4.611 -5.505  0.187
H 4.013 2.705 -5.408  0.142
H 2.954 2.943 -6.821  0.141
H 2.212 0.987 -5.462  0.136
H 0.981 2.250 -5.475  0.144
O 1.883 6.110 -0.650  -0.366
S 0.502 6.123 -0.201  0.396
O -0.374 5.230 -0.942  -0.380
O -0.053 7.409 0.135  -0.315
C 0.671 5.313 1.421  -0.335
N 1.308 5.984 2.388  0.147
C 1.415 5.390 3.571  -0.078
C 0.921 4.101 3.810  0.025
C 0.314 3.508 2.722  -0.248
N 0.175 4.106 1.553  0.147
C -0.239 2.151 2.703  -0.099
C 0.196 1.098 3.507  0.044
C -0.320 -0.167 3.299  -0.079
N -1.236 -0.419 2.345  -0.052
C -1.666 0.607 1.600  -0.126
C -1.212 1.877 1.745  0.036
H 1.912 5.949 4.355  0.120
H 1.001 3.631 4.780  0.112
H 0.954 1.242 4.263  0.128
H 0.024 -1.014 3.879  0.116
H -2.364 0.372 0.807  0.105
H -1.552 2.673 1.095  0.137

Results
net charge: +2
multiplicity: 4
E_HOMO (spin up / spin down): -0.4217 / -0.4217 Eh
gap between HOMO and LUMO (spin up / spin down): 5.86 / 5.78 eV
⟨S²⟩: 3.777